[1]
61
Properties=species:S:1:pos:R:3:forces:R:3:lowdin_charge:R:1 method="wB97M-V/def2-TZVPD" e_above_lowest_kj_mol=171.57 e_homo_ha=-0.1757 total_charge=-1 gap_ha=0.2806
Pd -0.068 -0.011 0.571 1.1 0.0 -0.8 0.92
C -1.359 2.188 2.518 0.0 0.1 0.0 -0.06
C -1.408 3.366 1.595 0.0 0.1 0.1 -0.21
C -2.237 4.444 1.892 0.0 -0.1 0.0 -0.08
C -2.377 5.509 1.017 0.0 0.0 0.0 -0.11
C -1.707 5.462 -0.195 0.0 0.0 0.0 -0.08
C -0.867 4.403 -0.528 -0.1 0.0 0.0 -0.21
C -0.265 4.366 -1.906 0.0 0.0 0.0 -0.05
C -0.659 3.365 0.405 0.0 -0.2 -0.1 -0.19
N 0.170 2.261 0.095 0.2 0.3 0.4 0.04
C 1.420 2.548 -0.327 0.1 -0.3 -0.3 -0.50
O 2.049 3.607 -0.275 -0.1 0.1 0.0 0.01
C 2.153 1.369 -0.981 -0.2 0.0 0.2 -0.18
C 3.428 1.424 -1.521 0.1 -0.1 0.0 0.00
C 3.979 0.234 -1.993 0.1 0.0 0.0 -0.05
C 3.297 -0.976 -1.874 0.1 0.0 0.0 0.00
C 2.035 -0.933 -1.310 -0.3 -0.2 0.1 -0.18
N 1.508 0.220 -0.956 -0.7 0.4 -0.1 0.06
C 1.163 -2.137 -0.972 0.0 0.2 -0.1 -0.46
O 1.451 -3.230 -1.452 -0.1 -0.1 0.1 0.03
N 0.113 -1.852 -0.155 0.3 -0.8 0.0 -0.02
C -0.724 -2.930 0.270 0.4 0.2 0.0 -0.22
C -2.073 -2.900 -0.084 -0.2 -0.1 -0.1 -0.22
C -2.626 -1.810 -0.960 -0.1 -0.2 -0.1 -0.05
C -2.917 -3.909 0.376 0.0 0.0 0.0 -0.07
C -2.441 -4.929 1.184 0.0 0.1 0.0 -0.10
C -1.102 -4.937 1.541 0.1 0.1 -0.1 -0.06
C -0.226 -3.947 1.096 -0.1 -0.1 0.1 -0.21
C 1.203 -3.958 1.561 0.0 0.1 0.0 -0.03
H -2.122 2.256 3.296 0.0 0.0 0.0 0.08
H -0.386 2.062 2.992 0.0 0.0 0.0 0.08
H -1.539 1.282 1.935 -0.1 -0.1 0.2 0.03
H -2.793 4.427 2.825 0.0 0.0 0.0 0.10
H -3.024 6.345 1.260 0.0 0.0 0.0 0.09
H -1.844 6.260 -0.919 0.0 0.0 0.0 0.10
H -0.770 5.087 -2.552 0.0 0.0 0.0 0.07
H -0.376 3.371 -2.348 0.0 0.0 0.0 0.08
H 0.801 4.590 -1.888 0.0 0.0 0.0 0.07
H 3.954 2.369 -1.549 0.0 0.0 0.0 0.11
H 4.973 0.242 -2.424 0.0 0.0 0.0 0.10
H 3.716 -1.926 -2.178 0.0 0.1 0.0 0.11
H -2.221 -1.870 -1.972 0.0 0.0 0.0 0.09
H -2.374 -0.826 -0.588 0.1 0.3 0.2 0.05
H -3.713 -1.882 -1.017 0.0 0.0 0.0 0.07
H -3.965 -3.883 0.093 0.0 0.0 0.0 0.10
H -3.109 -5.705 1.540 0.0 0.0 0.0 0.09
H -0.716 -5.717 2.189 0.0 0.0 0.0 0.10
H 1.355 -4.761 2.283 0.0 0.0 0.0 0.07
H 1.455 -3.009 2.041 0.0 0.0 0.0 0.07
H 1.887 -4.098 0.725 0.0 0.0 0.0 0.07
F 0.239 -1.498 6.452 0.0 0.0 0.1 0.02
C 0.175 -1.254 5.115 0.0 0.0 0.1 -0.30
C 1.226 -0.608 4.508 0.1 0.1 -0.1 -0.03
C 1.143 -0.340 3.143 0.1 -0.2 0.1 -0.13
C 0.035 -0.735 2.396 -1.0 0.6 0.5 -0.29
C -1.002 -1.397 3.051 0.2 -0.2 0.1 -0.11
C -0.939 -1.663 4.417 -0.1 -0.1 -0.2 -0.02
H 2.087 -0.310 5.095 0.0 0.0 0.0 0.11
H 1.968 0.172 2.662 0.0 0.1 0.0 0.10
H -1.863 -1.742 2.492 0.0 0.1 0.0 0.10
H -1.741 -2.175 4.936 0.0 0.0 0.0 0.11

---

[2]
19
Properties=species:S:1:pos:R:3:forces:R:3:lowdin_charge:R:1 method="wB97M-V/def2-TZVPD" e_homo_ha=-0.0970 total_charge=-1 gap_ha=0.2089
O -2.384 1.182 -0.101 -0.6 0.1 0.2 -0.47
C -2.300 2.023 -1.196 0.3 0.1 0.1 -0.50
C -1.295 1.517 -2.249 0.2 -0.2 0.1 -0.50
O -0.059 1.222 -1.700 0.2 0.1 -0.6 -0.47
C 2.745 -1.514 -0.228 0.7 -1.1 0.9 0.03
C 2.433 -1.539 1.071 -0.5 0.0 -0.5 -0.26
O 1.284 -0.972 1.532 -0.4 -0.3 0.1 -0.25
C 1.100 -0.932 2.941 -0.1 -0.1 0.0 -0.09
Ag -0.421 0.345 0.275 -0.1 0.1 -0.3 0.71
H -1.966 3.053 -0.901 0.0 -0.2 0.0 0.08
H -3.283 2.171 -1.713 0.1 -0.2 0.2 0.08
H -1.240 2.284 -3.063 0.1 -0.1 0.2 0.08
H -1.758 0.612 -2.726 0.0 0.1 0.1 0.08
H 1.975 -1.460 -1.000 0.6 1.0 0.0 0.07
H 3.801 -1.814 -0.376 -1.0 -0.2 -0.6 0.05
H 0.017 -0.903 3.101 0.3 -0.1 0.1 0.09
H 1.550 -1.822 3.404 -0.2 0.2 0.0 0.08
H 1.552 -0.025 3.368 0.0 -0.2 -0.1 0.09
H 2.956 -2.164 1.801 0.4 0.8 0.1 0.11

---

[3]
14
Properties=species:S:1:pos:R:3:forces:R:3:lowdin_charge:R:1 method="wB97M-V/def2-TZVPD" e_above_lowest_kj_mol=293.68 e_homo_ha=-0.3053 total_charge=0 gap_ha=0.3347
O -1.526 -1.389 -0.058 -0.2 0.1 0.1 0.03
C -0.441 -0.528 -0.192 0.3 0.2 -0.1 -0.48
C -0.469 0.629 -1.193 0.0 0.0 -0.1 -0.14
C 0.262 1.820 -0.575 0.0 -0.5 0.4 -0.04
N 0.629 1.374 0.614 0.0 0.2 -0.2 -0.01
C 0.911 -1.072 0.140 0.1 -0.1 -0.1 0.00
C 0.299 0.011 0.994 -0.1 0.0 0.1 -0.19
H -2.202 -0.929 0.458 0.0 -0.1 -0.2 0.11
H 0.013 0.370 -2.145 -0.1 0.1 0.1 0.11
H -1.496 0.919 -1.449 0.1 0.0 0.1 0.11
H 0.931 -2.073 0.561 0.0 0.2 0.0 0.11
H 1.755 -0.806 -0.492 -0.1 0.0 0.1 0.12
H 1.162 1.954 1.250 -0.1 0.0 -0.1 0.12
H 0.011 -0.182 2.024 0.1 0.1 -0.2 0.15

---

[4]
161
Properties=species:S:1:pos:R:3:forces:R:3:lowdin_charge:R:1 method="wB97M-V/def2-TZVPD" e_homo_ha=-0.4585 total_charge=+3 gap_ha=0.0773
Hf 2.743 -0.015 3.136 1.2 -0.4 0.7 1.91
P 0.455 0.548 -0.291 -0.6 0.3 -1.4 0.48
F -0.433 0.743 -1.467 -1.7 0.3 -1.6 0.01
F 1.819 0.508 -1.215 -1.2 -0.4 2.7 -0.12
F 0.761 2.105 0.026 -0.4 -2.5 0.9 -0.10
F 1.862 0.420 1.595 -1.1 0.9 -2.4 -0.36
F -0.810 0.413 0.806 2.3 1.4 -0.2 -0.16
F 0.378 -1.075 -0.214 1.8 1.4 0.2 -0.13
C 1.671 -0.343 -4.798 0.4 0.0 -0.9 -0.04
C 1.093 -1.680 -4.370 0.3 1.2 -0.2 -0.42
C 1.736 -2.827 -5.135 -1.6 -0.3 -0.5 -0.22
O 1.309 -2.613 -6.451 -0.2 0.7 -0.8 -0.20
C 1.849 -3.471 -7.428 0.3 -0.7 0.5 -0.08
N 1.391 -1.774 -2.963 0.5 -0.9 0.7 0.05
H 1.266 0.530 -4.288 -0.3 -0.1 0.1 0.06
H 1.565 -0.196 -5.873 -0.1 0.1 0.1 0.09
H 2.734 -0.373 -4.596 0.4 0.1 0.1 0.07
H 0.023 -1.651 -4.625 0.1 -0.4 0.2 0.15
H 1.276 -3.781 -4.820 0.3 0.0 0.4 0.13
H 2.816 -2.902 -5.036 0.4 0.3 0.0 0.12
H 1.375 -3.361 -8.403 0.0 0.6 0.2 0.10
H 1.625 -4.505 -7.130 0.4 -0.1 0.0 0.09
H 2.931 -3.291 -7.493 -0.1 -0.3 -0.2 0.10
H 1.088 -0.989 -2.422 -0.3 0.0 -0.3 0.01
H 1.055 -2.634 -2.564 -0.5 -0.3 0.2 0.05
C -1.078 1.575 4.312 1.8 -0.7 -2.0 0.03
C 0.454 1.002 3.891 -0.5 1.1 1.5 -0.38
C 1.340 1.890 4.775 0.1 -0.2 0.5 -0.05
O 2.878 1.518 4.452 0.2 1.0 1.8 -0.39
C 4.062 1.986 5.425 -1.1 0.0 0.2 0.11
N 0.963 -0.469 3.907 -1.0 0.6 1.0 -0.17
H -0.991 2.661 4.144 0.1 -0.3 0.7 0.10
H -1.485 1.277 5.269 0.2 0.0 0.2 0.08
H -1.740 1.344 3.477 -0.2 -0.5 0.3 0.05
H 0.559 1.483 2.923 -0.2 -0.8 -0.6 0.09
H 1.139 1.661 5.827 0.7 0.1 0.0 0.15
H 1.144 2.952 4.547 0.7 -0.4 0.1 0.15
H 3.815 1.825 6.494 -0.6 0.1 -0.9 0.12
H 4.226 3.022 5.192 -0.2 0.3 -0.1 0.10
H 4.972 1.427 5.242 -0.2 -0.4 -0.7 0.09
H -0.973 -1.008 2.763 -0.6 -0.1 1.0 0.10
H 0.650 -1.039 4.707 -0.2 0.5 -0.6 0.07
C 6.378 -1.881 1.595 -1.0 -0.8 0.0 -0.04
C 5.762 -0.589 1.145 0.5 0.6 0.6 -0.31
C 5.874 -0.337 -0.362 -1.3 -0.4 -0.2 -0.18
O 4.988 0.707 -0.698 0.2 0.7 0.4 -0.23
C 5.008 1.029 -2.092 -0.6 0.1 -0.2 -0.04
N 4.238 -0.472 1.541 1.6 -1.0 -0.1 -0.08
H 6.263 -1.999 2.686 0.5 0.1 -0.3 0.09
H 7.416 -1.971 1.252 -0.2 0.1 0.3 0.12
H 5.794 -2.673 1.152 0.1 -0.7 -0.2 0.05
H 6.373 0.110 1.729 -0.9 0.9 -0.4 0.14
H 5.506 -1.178 -0.954 0.2 -0.7 0.3 0.12
H 6.895 -0.166 -0.675 0.4 0.3 0.2 0.15
H 6.018 1.316 -2.399 -0.2 0.1 0.0 0.11
H 4.276 1.840 -2.249 0.7 -0.3 0.1 0.07
H 4.660 0.174 -2.691 0.2 0.0 0.1 0.10
H 3.837 -1.324 1.102 0.0 -0.8 -0.4 0.05
H 3.893 0.180 0.834 0.2 0.8 -0.5 0.06
C -4.141 8.095 -0.271 -0.6 -1.2 1.1 -0.05
C -3.165 6.954 -0.575 1.0 -0.2 -1.3 -0.41
C -3.737 5.529 -0.459 -1.8 0.8 0.4 -0.22
O -2.908 4.436 -0.717 0.5 -0.3 -0.2 -0.18
C -1.813 4.323 0.129 0.3 -0.2 0.9 -0.15
N -2.656 7.137 -1.942 1.0 -0.9 0.4 0.04
H -4.556 8.091 0.743 0.3 -0.1 0.1 0.08
H -5.008 7.949 -0.905 -0.1 0.1 -0.4 0.08
H -3.734 9.076 -0.448 0.4 0.2 -0.2 0.07
H -2.274 6.865 0.074 -0.3 1.0 0.0 0.12
H -4.562 5.396 -1.155 -0.1 0.2 -0.2 0.13
H -4.189 5.425 0.547 0.2 0.0 0.0 0.13
H -2.099 4.213 1.201 -0.2 0.7 -0.2 0.09
H -1.101 5.158 0.004 -0.1 -0.5 0.1 0.10
H -1.343 3.355 -0.031 0.3 0.1 -0.7 0.05
H -3.259 6.988 -2.720 -0.8 -0.2 -0.1 0.07
H -2.058 7.914 -2.143 0.1 0.4 0.4 0.07
C -1.453 5.000 -5.097 -0.4 -1.0 -0.2 -0.07
C -0.031 5.095 -4.685 2.0 -0.4 0.0 -0.44
C 0.485 4.013 -3.664 -1.1 0.4 -1.1 -0.19
O 1.819 4.381 -3.412 0.4 0.1 0.5 -0.17
C 2.328 3.774 -2.271 0.3 -0.3 0.6 -0.14
N 0.788 5.033 -5.876 0.9 0.4 0.2 0.04
H -1.823 5.856 -5.661 0.1 0.1 0.3 0.09
H -2.037 4.792 -4.218 -0.7 0.2 0.3 0.06
H -1.559 4.130 -5.767 -0.1 0.1 0.2 0.09
H 0.213 6.014 -4.139 -0.4 0.3 -0.2 0.14
H 0.447 3.034 -4.163 0.0 -0.1 0.2 0.12
H -0.122 4.003 -2.734 0.2 0.1 -0.2 0.12
H 2.442 2.681 -2.391 0.0 0.2 -0.1 0.06
H 1.670 3.931 -1.413 -0.3 0.0 0.1 0.06
H 3.292 4.201 -1.956 -0.1 0.0 -0.6 0.10
H 0.435 4.757 -6.769 -0.3 -0.1 0.0 0.07
H 1.795 5.122 -5.817 -0.5 0.0 0.1 0.08
C -4.589 1.507 5.258 0.5 -0.4 -0.3 -0.06
C -5.671 1.835 4.218 -0.2 -0.9 0.0 -0.36
C -5.146 2.096 2.767 -1.0 1.0 1.2 -0.19
O -4.141 1.208 2.384 1.1 -1.0 0.2 -0.23
C -4.009 1.150 0.985 0.0 -0.4 -0.7 -0.09
N -6.640 0.679 4.190 0.0 1.0 0.1 0.04
H -5.021 1.349 6.254 -0.1 0.0 -0.3 0.09
H -3.829 2.283 5.378 -0.2 0.2 -0.2 0.07
H -4.052 0.595 4.964 -0.2 0.0 0.1 0.04
H -6.141 2.730 4.633 -0.2 0.2 -0.6 0.14
H -4.784 3.138 2.720 0.1 -0.2 -0.1 0.13
H -5.956 2.005 2.037 -0.3 0.1 0.3 0.13
H -3.798 2.121 0.543 -0.2 0.3 -0.1 0.09
H -4.865 0.670 0.504 -0.4 0.4 0.1 0.11
H -3.194 0.496 0.703 0.5 -0.2 0.3 0.05
H -7.592 1.043 4.132 0.1 0.2 -0.9 0.08
H -6.734 0.348 5.131 0.6 -0.6 0.7 0.05
C -3.919 -2.118 3.757 -1.3 -0.9 1.3 -0.02
C -2.505 -1.806 4.267 -1.2 1.4 -2.0 -0.28
C -1.686 -2.876 4.853 0.6 -2.2 -0.7 -0.26
O -2.239 -3.179 6.079 0.0 -0.4 0.9 -0.16
C -1.797 -4.375 6.789 0.2 0.1 -0.7 -0.03
N -1.962 -1.303 2.915 1.1 0.5 -1.0 0.18
H -3.945 -2.860 2.967 0.5 -0.3 -0.2 0.08
H -4.519 -1.291 3.375 0.6 0.6 0.1 0.08
H -4.581 -2.536 4.519 0.4 0.0 0.3 0.11
H -2.460 -0.991 4.991 -0.4 0.3 -0.3 0.13
H -0.653 -2.546 4.948 0.5 0.2 0.2 0.10
H -1.636 -3.721 4.124 -0.2 0.0 0.5 0.15
H -0.711 -4.542 6.720 -0.1 0.4 0.0 0.09
H -2.267 -5.254 6.334 -0.1 0.2 0.3 0.10
H -2.061 -4.259 7.847 -0.1 0.0 -0.5 0.10
H -2.546 -0.468 2.706 0.2 -0.6 -0.2 0.11
H -2.050 -2.017 2.113 -0.5 0.3 0.6 0.12
C 4.015 -4.993 0.134 0.0 0.2 -0.7 -0.05
C 3.947 -3.906 -0.942 -0.2 0.0 0.5 -0.37
C 3.305 -4.485 -2.233 0.6 0.4 0.3 -0.22
O 4.216 -5.462 -2.651 -0.1 -0.3 0.1 -0.19
C 3.852 -6.142 -3.850 0.8 0.3 0.5 -0.06
N 3.159 -2.782 -0.299 -0.2 0.4 -1.7 0.03
H 4.477 -5.893 -0.238 0.2 -0.3 -0.2 0.09
H 2.980 -5.229 0.388 0.0 -0.1 0.3 0.08
H 4.580 -4.660 0.995 -0.1 0.1 0.3 0.06
H 4.958 -3.538 -1.211 -0.5 -0.1 0.2 0.14
H 3.181 -3.730 -3.025 0.0 0.1 0.4 0.10
H 2.316 -4.923 -2.004 0.0 0.1 0.0 0.12
H 2.798 -6.377 -3.852 -0.4 -0.5 0.1 0.08
H 4.522 -7.006 -3.897 -0.5 0.0 -0.1 0.11
H 4.044 -5.502 -4.695 0.1 0.3 -0.6 0.08
H 2.309 -3.221 0.042 -0.1 -0.2 0.2 0.06
H 2.782 -2.239 -1.112 0.5 0.0 0.7 0.06
C -3.835 -2.648 -0.541 -0.5 0.7 0.2 -0.06
C -2.640 -3.564 -0.620 0.3 -0.7 0.1 -0.38
C -2.019 -3.528 -2.047 0.9 0.4 0.6 -0.16
O -0.790 -4.257 -2.135 -0.7 1.3 0.3 -0.23
C -0.916 -5.598 -2.461 0.8 -1.3 -0.5 -0.11
N -1.678 -3.212 0.503 -0.2 0.6 -0.8 0.05
H -3.548 -1.602 -0.733 0.2 -0.2 0.1 0.07
H -4.270 -2.669 0.473 0.0 -0.1 -0.5 0.07
H -4.619 -2.848 -1.283 0.2 -0.3 0.3 0.10
H -2.938 -4.597 -0.428 -0.2 0.1 0.0 0.14
H -1.694 -2.492 -2.283 -0.5 -0.3 0.0 0.13
H -2.746 -3.876 -2.799 0.2 0.1 0.3 0.14
H 0.130 -5.935 -2.513 -0.4 -0.4 0.1 0.08
H -1.351 -5.786 -3.453 -0.1 0.3 0.2 0.10
H -1.465 -6.191 -1.723 0.0 0.1 0.1 0.09
H -1.131 -4.018 0.798 -0.2 0.0 -0.4 0.08
H -1.018 -2.580 0.050 0.1 -0.1 0.3 0.04